2 unconnected molecules or ions with the total composition C4H7NO2S. Source: the Open Molecules 2025 dataset; level of theory: ωB97M-V/def2-TZVPD.

ORCA input file:
```
! wB97M-V def2-TZVPD RIJCOSX def2/J DEFGRID3
* xyz 0 1
C -0.92 1.90 1.48
C -0.10 -0.02 0.26
C 1.13 -0.48 -0.31
C 1.18 -1.33 -1.45
H -1.31 1.25 2.27
H -0.62 3.01 1.83
H -1.73 2.17 0.95
H -1.43 -1.48 -0.33
H -2.27 0.75 0.25
H 2.02 0.04 -0.04
H 2.72 -2.39 -2.36
N -1.24 -0.84 0.46
O 0.15 1.20 0.88
O 2.46 -1.62 -1.70
S -0.02 -2.17 -2.19
*
```

Calculated values
- energy relative to the best compared isomer or geometry (same formula, charge and spin) (kcal per mole) = 164.3
- molar mass (g/mol) = 133.172
- HOMO level (hartree) = -0.2952
- HOMO-LUMO gap (eV) = 6.2